# 1
26
Properties=species:S:1:pos:R:3:forces:R:3 method="wB97M-V/def2-TZVPD" e_tot_ha=-993.124075 multiplicity=1 lumo_ev=-0.1 homo_ev=-8.6047 homo_lumo_gap_ev=8.51
C -1.484 1.335 1.362 -1.45 -0.71 2.78
C -2.015 0.581 0.384 2.05 0.78 -1.07
C -0.575 1.069 -1.639 0.46 -0.72 -3.45
C -0.606 2.405 1.016 3.54 1.17 -0.27
C 0.684 1.343 -0.958 -0.81 -0.13 1.27
C -1.686 0.634 -1.032 -1.94 0.08 -0.53
C 0.384 2.004 0.159 -1.30 0.63 0.46
C -2.934 0.263 -1.900 1.44 -0.36 0.71
C 1.535 -1.567 1.331 1.08 1.10 -0.58
N 3.836 0.005 1.079 -0.35 0.32 -0.08
Si 3.318 -1.624 0.786 0.96 -1.14 0.63
I 5.254 0.802 -0.187 -0.63 -0.11 0.46
H -1.814 1.133 2.478 0.56 0.62 -2.36
H -2.758 -0.113 0.553 -1.50 -1.43 0.94
H -0.634 1.005 -2.812 0.40 0.36 2.22
H -0.517 3.426 1.515 -0.62 -1.54 -0.72
H 1.594 0.792 -1.191 0.00 0.44 0.02
H -3.699 0.934 -1.534 -0.69 -0.25 -0.34
H -3.185 -0.804 -1.854 -0.27 0.23 0.82
H -2.766 0.347 -2.956 0.23 0.79 -0.51
H 1.470 -0.991 2.241 -0.17 0.40 0.24
H 1.015 -2.451 1.483 -0.71 -1.97 0.33
H 1.024 -1.074 0.507 -0.20 0.41 0.08
H 2.955 0.534 1.141 0.88 0.54 -0.28
H 4.309 -2.602 1.429 -0.74 0.55 0.04
H 3.481 -2.000 -0.600 -0.24 -0.06 -0.83

=====

# 2
19
Properties=species:S:1:pos:R:3:forces:R:3 method="wB97M-V/def2-TZVPD" e_tot_ha=-458.988016 multiplicity=1 lumo_ev=-3.2 homo_ev=-14.0619 homo_lumo_gap_ev=10.85 charge=+1
O -0.254 -0.255 -0.299 -0.11 -0.61 -0.19
H 0.470 -0.072 0.353 -0.17 0.54 -0.03
H -0.789 0.556 -0.506 0.01 0.18 0.42
H 0.027 -0.766 -1.120 0.38 0.34 0.17
O -2.812 -0.217 -1.437 0.18 0.20 -0.25
H -3.046 -0.889 -2.088 -0.08 -0.03 0.12
H -3.161 0.598 -1.817 -0.11 -0.10 -0.03
O 1.661 -1.228 3.752 0.06 -0.01 0.01
H 1.675 -1.313 2.796 -0.02 -0.02 0.01
H 2.000 -2.066 4.086 -0.04 0.05 0.04
O -1.339 2.158 -0.046 -0.16 0.01 -0.18
H -1.000 2.876 0.499 0.11 -0.09 -0.02
H -2.239 2.419 -0.268 0.01 -0.03 0.07
O 1.600 0.763 1.366 0.34 -0.37 -0.49
H 1.831 1.514 1.925 -0.24 -0.09 0.15
H 2.440 0.479 0.983 0.07 0.15 0.17
O 0.840 -1.337 -2.411 -0.25 -0.21 -0.16
H 0.350 -1.899 -3.024 0.04 0.01 0.04
H 1.744 -1.320 -2.744 -0.01 0.09 0.13

=====

# 3
15
Properties=species:S:1:pos:R:3:forces:R:3 method="wB97M-V/def2-TZVPD" e_tot_ha=-287.728571 multiplicity=1 smiles="C=NC.CC=O" lumo_ev=1.0 homo_ev=-9.7715 homo_lumo_gap_ev=10.82
C -0.062 -0.922 1.155 1.22 1.17 -1.50
N -0.211 -1.836 0.295 -0.46 -0.59 0.72
C 1.010 -2.313 -0.343 0.70 1.05 -1.71
H -0.882 -0.282 1.536 0.28 -1.15 0.16
H 0.967 -0.493 1.169 -0.53 -0.01 1.02
H 0.895 -3.264 -0.863 -0.65 0.24 -0.30
H 1.302 -1.480 -1.094 -0.32 -1.53 0.94
H 1.902 -2.533 0.246 -0.18 0.63 0.81
C -1.096 2.212 0.134 1.99 -0.21 -0.05
C -0.215 1.476 -0.884 -0.53 0.89 -0.12
O 0.987 1.514 -0.943 -0.19 0.09 0.44
H -0.459 2.985 0.596 -0.57 -0.21 -0.03
H -2.038 2.574 -0.230 -0.26 0.29 -0.55
H -1.333 1.448 0.855 -0.18 -0.10 0.57
H -0.768 0.913 -1.629 -0.32 -0.55 -0.38

=====

# 4
7
Properties=species:S:1:pos:R:3:forces:R:3 method="wB97M-V/def2-TZVPD" e_tot_ha=-2352.170103 multiplicity=1 lumo_ev=-1.2 homo_ev=-9.4271 homo_lumo_gap_ev=8.19
C 1.959 0.400 0.177 0.07 1.99 -0.03
O -2.994 -0.793 -0.372 1.64 0.15 -0.34
S -1.544 -0.719 -0.464 -0.80 1.59 0.78
Cl 2.028 -1.234 -0.037 0.17 -1.34 0.36
Cl 2.329 0.945 1.781 0.15 -0.64 -0.31
Cl -0.866 0.863 0.904 -0.79 -1.12 -0.03
Cl -0.912 0.539 -1.989 -0.44 -0.63 -0.43